Record 1
{"formula": "C16H58O16", "method": "ωB97M-V/def2-TZVPD", "relative_energy_kcal_mol": 0.0, "total_charge": 0, "gap_ev": 9.17, "total_energy_ev": -50286.890, "max_force_ev_per_a": 2.01, "homo_ev": -9.302, "symbols": ["C", "O", "H", "H", "H", "H", "C", "O", "H", "H", "H", "H", "C", "O", "H", "H", "H", "H", "C", "O", "H", "H", "H", "H", "C", "O", "H", "H", "H", "H", "C", "O", "H", "H", "H", "H", "C", "O", "H", "H", "H", "H", "C", "O", "H", "H", "H", "H", "C", "O", "H", "H", "H", "H", "C", "O", "H", "H", "H", "H", "C", "C", "O", "O", "H", "H", "H", "H", "H", "H", "C", "C", "O", "O", "H", "H", "H", "H", "H", "H", "C", "C", "O", "O", "H", "H", "H", "H", "H", "H"], "positions_angstrom": [[-2.5178, 4.1781, 0.9366], [-3.1854, 5.2738, 0.3212], [-3.0868, 3.2483, 0.8960], [-1.5985, 3.9309, 0.3938], [-2.3348, 4.4369, 1.9842], [-2.5864, 6.0231, 0.3587], [0.8314, 4.0889, 2.7995], [2.1983, 4.4086, 2.8593], [0.2176, 4.9651, 2.9925], [0.5324, 3.6019, 1.8614], [0.5594, 3.3278, 3.5479], [2.6947, 3.5747, 2.9567], [2.5671, 4.5572, -0.3142], [2.3930, 5.4581, -1.4075], [1.6382, 4.5383, 0.2590], [2.7308, 3.5434, -0.6958], [3.3688, 4.9134, 0.3227], [1.5930, 5.1808, -1.8671], [-3.5064, -0.4493, 1.9285], [-3.3529, -0.0041, 0.5796], [-3.2203, -1.5017, 1.9890], [-2.8692, 0.1034, 2.6101], [-4.5582, -0.4006, 2.2121], [-4.1069, -0.2282, 0.0325], [-3.1155, -3.7771, 0.3928], [-2.9936, -4.1368, 1.7569], [-3.9156, -3.0345, 0.2878], [-2.2120, -3.2544, 0.0806], [-3.3128, -4.5830, -0.3156], [-3.7467, -4.6667, 2.0347], [0.0201, -3.2800, 3.4762], [-1.3634, -3.0090, 3.6912], [0.3966, -2.8554, 2.5400], [0.5572, -2.8873, 4.3358], [0.1543, -4.3665, 3.4054], [-1.8793, -3.5910, 3.1049], [-3.2013, 2.2885, -2.8177], [-3.8276, 3.3333, -3.5260], [-2.8438, 2.6228, -1.8414], [-3.8889, 1.4494, -2.6371], [-2.3674, 1.8488, -3.3597], [-4.5120, 3.7173, -2.9742], [3.8474, -2.8542, -0.7584], [3.8167, -1.5189, -1.1678], [3.4509, -3.5473, -1.5086], [4.8551, -3.1842, -0.5062], [3.2674, -2.9963, 0.1673], [2.9008, -1.2073, -1.1861], [0.9563, 2.5697, -3.3572], [0.4594, 2.9951, -2.1086], [0.2681, 2.8598, -4.1607], [1.9066, 3.0330, -3.6296], [1.0399, 1.4806, -3.3732], [0.1787, 2.2588, -1.5592], [0.8111, -4.8239, -1.1689], [-0.4619, -5.1316, -1.7290], [1.1663, -3.8582, -1.5211], [0.7816, -4.7402, -0.0759], [1.6015, -5.5425, -1.4057], [-0.7999, -5.8688, -1.2125], [-1.0339, -2.2064, -3.8257], [0.2971, -1.9175, -4.4819], [0.1750, -1.5140, -5.8302], [-0.8844, -2.4048, -2.4348], [-1.5282, -3.0830, -4.2648], [-1.7351, -1.3882, -4.0163], [0.9700, -2.7838, -4.3993], [0.8013, -1.1358, -3.8970], [0.9306, -0.9773, -6.0741], [-0.7319, -3.3534, -2.2685], [0.2601, -0.6687, 0.4612], [0.0413, 0.8342, 0.4453], [-1.1148, 1.1937, -0.3452], [0.9885, -1.0942, -0.6918], [-0.7075, -1.1637, 0.5665], [0.8871, -0.9111, 1.3267], [0.9007, 1.4068, 0.1029], [-0.2328, 1.1337, 1.4691], [-1.9042, 0.8500, 0.1244], [0.3692, -1.5943, -1.2503], [3.2616, -0.3377, 3.8372], [2.6315, 1.0295, 3.6857], [3.4260, 1.8749, 2.8645], [3.0123, -1.0251, 2.5996], [2.8462, -0.9403, 4.6531], [4.3377, -0.2496, 4.0218], [2.6610, 1.4603, 4.6918], [1.6076, 0.9861, 3.3133], [3.7001, 1.3847, 2.0786], [3.3728, -1.9162, 2.6082]], "atomic_forces_ev_per_a": [[0.473, 0.121, -0.045], [-0.363, -0.413, -0.131], [-0.540, 0.368, -0.079], [0.154, 0.181, 0.275], [0.270, -0.329, -0.007], [0.001, 0.020, -0.066], [-0.218, -1.038, 0.300], [0.044, -0.053, 0.184], [0.124, 0.143, -0.165], [0.074, 0.434, -0.242], [0.026, 0.240, 0.248], [-0.093, 0.351, -0.275], [-0.865, 0.046, -0.486], [0.237, 0.065, -0.012], [0.188, -0.070, 0.239], [0.317, 0.013, 0.221], [0.104, -0.031, -0.099], [0.027, -0.091, 0.036], [-0.599, -1.067, -0.445], [0.385, 0.430, 0.280], [0.131, 0.017, 0.173], [-0.039, 0.335, -0.175], [0.079, 0.302, 0.304], [-0.097, -0.074, 0.111], [-0.385, 1.059, -0.345], [0.129, -0.612, -0.034], [-0.068, -0.140, -0.119], [0.154, -0.213, 0.146], [0.094, -0.295, 0.316], [-0.033, 0.041, -0.105], [-0.726, -0.547, -0.101], [0.171, -0.033, -0.184], [0.013, 0.249, 0.124], [0.182, 0.007, -0.102], [0.310, 0.072, 0.200], [0.182, 0.439, 0.097], [-0.337, -0.507, 0.837], [0.183, -0.024, -0.538], [0.196, 0.012, -0.057], [-0.113, 0.055, -0.021], [0.072, 0.474, -0.301], [0.053, 0.012, 0.112], [-0.504, -0.398, 0.640], [0.453, 0.249, -0.286], [0.037, 0.029, -0.095], [0.191, 0.350, -0.272], [-0.113, -0.033, -0.116], [-0.097, -0.162, 0.233], [-0.537, -0.405, -0.474], [0.343, 0.751, 0.160], [-0.133, -0.076, 0.118], [0.169, -0.046, 0.490], [0.243, 0.018, -0.146], [-0.310, -0.108, -0.279], [0.788, 0.173, 0.608], [0.458, -0.011, 0.187], [-0.264, 0.042, -0.236], [-0.219, -0.040, -0.069], [-0.288, -0.197, -0.222], [-0.269, 0.013, -0.195], [-0.732, -0.187, -0.845], [1.146, 0.262, 0.426], [-0.602, -0.194, -0.065], [0.247, -0.279, 0.477], [0.261, -0.001, -0.062], [0.242, 0.166, 0.274], [-0.233, -0.167, -0.043], [-0.226, 0.060, 0.056], [0.072, 0.014, 0.051], [-0.363, 0.270, -0.130], [1.143, 0.596, 0.158], [-1.923, -0.202, 0.559], [0.796, -0.003, 0.007], [-0.575, -0.440, -0.107], [0.007, -0.117, -0.152], [-0.153, -0.014, 0.012], [0.123, -0.135, -0.018], [0.602, 0.058, 0.083], [0.280, 0.092, -0.549], [0.054, 0.274, -0.308], [-0.273, -0.849, -0.645], [0.783, -0.166, 0.833], [0.047, -0.124, -0.049], [0.062, 0.178, -0.090], [-0.223, 0.405, 0.108], [-0.047, 0.206, -0.065], [-0.294, 0.282, -0.199], [-0.070, -0.212, 0.067], [-0.142, 0.039, -0.014], [0.145, 0.088, 0.114]]}


Record 2
{"formula": "C16H62F4HgN2O23S4", "method": "ωB97M-V/def2-TZVPD", "total_charge": 0, "gap_ev": 6.57, "total_energy_ev": -126044.866, "max_force_ev_per_a": 10.73, "homo_ev": -9.446, "symbols": ["Hg", "N", "S", "O", "O", "F", "S", "O", "O", "F", "N", "S", "O", "O", "F", "S", "O", "O", "F", "C", "O", "H", "H", "H", "H", "C", "O", "H", "H", "H", "H", "C", "O", "H", "H", "H", "H", "C", "O", "H", "H", "H", "H", "C", "O", "H", "H", "H", "H", "C", "O", "H", "H", "H", "H", "O", "H", "H", "O", "H", "H", "O", "H", "H", "O", "H", "H", "C", "C", "O", "H", "H", "H", "H", "H", "H", "C", "C", "O", "H", "H", "H", "H", "H", "H", "C", "C", "O", "H", "H", "H", "H", "H", "H", "C", "C", "O", "H", "H", "H", "H", "H", "H", "C", "C", "O", "H", "H", "H", "H", "H", "H"], "positions_angstrom": [[10.4268, -4.7249, 5.9899], [9.2545, -3.1281, 6.9316], [8.5264, -1.8952, 6.2774], [9.2241, -0.5973, 6.2655], [7.0545, -1.9119, 6.2975], [8.8902, -2.2354, 4.7707], [9.0248, -2.5277, 8.5557], [7.6611, -2.7465, 9.0620], [9.6717, -1.3080, 8.9840], [9.8236, -3.6356, 9.4015], [11.9151, -3.7494, 4.7352], [12.5127, -3.6401, 3.3533], [13.9225, -4.0190, 3.1349], [12.0562, -2.5457, 2.4958], [11.5631, -4.8112, 2.8032], [13.0689, -2.7011, 5.4478], [13.3169, -1.4073, 4.8654], [14.1497, -3.2582, 6.2592], [12.0477, -2.2442, 6.5942], [10.6734, 0.5356, 3.3231], [9.8625, 1.5729, 3.7040], [11.3521, 0.2327, 4.1205], [10.0880, -0.3770, 3.2112], [11.2501, 0.7655, 2.4272], [10.2798, 2.0034, 4.4537], [8.4138, -3.0751, 1.4424], [7.5197, -3.9902, 2.1477], [7.8566, -2.3087, 0.9036], [9.2113, -2.7732, 2.1213], [8.8433, -3.7026, 0.6615], [6.6739, -3.8182, 1.7275], [5.2008, -5.0719, 8.4671], [4.9058, -5.9898, 7.5338], [6.2643, -4.9043, 8.2971], [4.7486, -4.0846, 8.3736], [5.0052, -5.4628, 9.4657], [5.1810, -5.6198, 6.6918], [4.9890, -5.0291, 4.1985], [5.6117, -4.6201, 5.3840], [4.0428, -5.5424, 4.3697], [4.7787, -4.1192, 3.6364], [5.5730, -5.7566, 3.6347], [6.5036, -4.4597, 5.0672], [3.0010, -2.8467, 5.7542], [4.0442, -1.9069, 6.0980], [2.0570, -2.3742, 6.0254], [3.0767, -3.1752, 4.7176], [3.0717, -3.6940, 6.4363], [4.9013, -2.3393, 6.0880], [11.7447, 1.1661, 7.1388], [10.3675, 1.5646, 7.3109], [12.0860, 0.7313, 6.1994], [12.3844, 2.0149, 7.3806], [11.9036, 0.3215, 7.8092], [9.8044, 0.9442, 6.8424], [9.0685, -6.1379, 7.3596], [8.2328, -5.7684, 7.6450], [8.9716, -7.0809, 7.4918], [8.6353, -5.1639, 4.5152], [8.0943, -4.5799, 3.9837], [8.6124, -6.0008, 4.0512], [11.4857, 0.2243, 10.7880], [11.2739, -0.4976, 10.1963], [10.8112, 0.8813, 10.6162], [11.9464, -5.0343, 7.8701], [11.7826, -4.7338, 8.7640], [12.8490, -5.3526, 7.8855], [7.0711, 0.5351, 10.3122], [6.4388, 0.6354, 8.9485], [5.0318, 0.9058, 9.1520], [6.7023, 1.3835, 10.8887], [8.1597, 0.4845, 10.2891], [6.7279, -0.3616, 10.8281], [6.5553, -0.2634, 8.3430], [6.8467, 1.5705, 8.5649], [4.7548, 1.0693, 8.2475], [8.3279, -4.0867, 12.5265], [8.4764, -2.6187, 12.6902], [8.3533, -2.2461, 13.9906], [7.4257, -4.5047, 12.9730], [9.2167, -4.4947, 13.0077], [8.3645, -4.4572, 11.5020], [7.8066, -2.0179, 12.0750], [9.4364, -2.3164, 12.2717], [8.6796, -1.3548, 13.8468], [14.5592, -3.3737, 10.9983], [13.2711, -3.7026, 10.2651], [12.8994, -5.0165, 10.5934], [14.4869, -3.3565, 12.0857], [14.8245, -2.3246, 10.8667], [15.3960, -4.0240, 10.7433], [13.5107, -3.6989, 9.2018], [12.4721, -2.9785, 10.4246], [13.2250, -5.1769, 11.4821], [6.3237, 0.7786, 3.7471], [5.8358, -0.5990, 3.2810], [6.1013, -0.7546, 1.9406], [5.7600, 1.6580, 3.4358], [7.3386, 0.9834, 3.4061], [6.3618, 0.9462, 4.8234], [4.7573, -0.5780, 3.4375], [6.2613, -1.2619, 4.0344], [5.5928, -1.5085, 1.6331], [3.8676, -3.8335, 12.1802], [4.8583, -2.7249, 12.3686], [4.9935, -2.2547, 10.9860], [2.9162, -3.4730, 11.7892], [3.7267, -4.2709, 13.1686], [4.4116, -4.5068, 11.5177], [5.8500, -3.1076, 12.6100], [4.6438, -2.0173, 13.1694], [5.6232, -2.8106, 10.5212]], "atomic_forces_ev_per_a": [[0.456, -0.354, 0.159], [-0.793, 1.837, 4.165], [-2.110, 5.147, -5.667], [-1.647, -2.872, 1.462], [3.176, -0.375, 0.578], [-0.283, -1.473, -0.320], [-1.471, -0.998, 5.087], [2.547, 0.309, -2.015], [-0.366, -1.552, -1.798], [0.193, -0.033, -1.361], [2.123, 1.860, 4.070], [0.992, -0.289, -10.682], [-2.976, 0.349, 1.695], [0.611, -1.345, 2.215], [0.516, -0.647, -0.082], [1.625, 3.204, 6.121], [-0.356, -2.087, -1.047], [-2.047, -0.495, -2.218], [-0.356, -0.611, 0.006], [0.904, -1.691, 0.144], [-0.886, 1.361, 0.591], [0.410, 0.223, -0.002], [-0.239, 0.014, -0.613], [-0.008, -0.167, -0.134], [-0.215, 0.229, 0.064], [0.254, -1.503, -0.638], [-0.161, 0.723, 0.204], [0.209, 0.413, 0.750], [-0.319, 0.465, -0.156], [0.490, 0.167, -0.080], [-0.258, -0.371, 0.332], [1.553, 1.392, 1.317], [-1.833, -2.384, -1.579], [0.688, 0.666, 1.057], [-0.506, 0.088, -0.123], [0.109, 0.028, -0.007], [-0.041, 0.017, -0.334], [-1.186, -0.174, -0.943], [0.648, -0.159, 0.027], [-0.033, 0.228, 0.490], [-0.038, -0.233, -0.557], [0.342, 0.192, -0.157], [0.290, 0.348, 0.824], [0.989, 0.487, 1.264], [-0.806, -0.039, -0.404], [0.027, 0.144, -0.565], [-0.345, 0.136, -0.021], [0.031, -0.414, -0.193], [0.037, -0.250, -0.011], [-0.604, -0.553, 0.852], [1.089, 0.566, -0.678], [-0.642, 0.472, -0.699], [-0.115, -0.141, 0.135], [0.446, 0.178, 0.521], [0.023, -0.093, 0.119], [0.316, 0.022, -0.129], [-0.514, 0.436, 0.105], [0.210, -0.417, -0.019], [0.113, -0.545, 0.668], [-0.029, 0.887, -1.075], [0.030, -0.338, -0.227], [0.351, -0.089, 0.395], [-0.161, -0.077, -0.232], [-0.187, 0.206, -0.166], [-0.399, -0.255, -0.742], [-0.353, -0.012, 0.501], [0.384, -0.112, -0.186], [-0.363, -0.760, 0.520], [-0.383, 0.948, 1.158], [0.597, -0.344, -0.470], [0.334, 0.112, 0.082], [0.005, 0.283, -0.158], [-0.126, -0.081, 0.011], [0.255, 0.200, -0.209], [0.359, -0.355, -0.990], [-0.692, 0.045, 0.030], [0.401, -1.012, -0.030], [-0.256, -0.283, -3.138], [0.340, 0.990, 1.543], [0.058, 0.136, 0.232], [-0.192, -0.498, 0.259], [-0.044, 0.398, -0.191], [-0.689, -0.241, -0.287], [0.628, -0.156, 0.061], [-0.150, 0.622, 1.479], [0.094, 1.272, 0.501], [1.534, 0.314, 0.005], [-0.701, -0.708, -0.070], [-0.529, -0.596, 0.237], [0.263, 0.005, -0.652], [-0.151, 0.055, -0.275], [-0.073, 0.198, -0.119], [-0.078, 0.050, 0.317], [-0.203, -0.214, 0.101], [0.590, 0.914, -0.108], [-1.077, 2.441, 2.513], [0.747, -0.795, -1.288], [-0.445, -0.329, -0.616], [0.183, -0.255, -0.076], [-0.064, -0.774, 0.233], [-0.243, -0.404, 0.163], [0.284, -0.906, -0.660], [-0.085, 0.072, -0.173], [0.439, -0.157, 1.541], [0.929, -0.732, -2.015], [-0.114, 1.650, 0.883], [0.214, -0.110, -0.143], [-0.367, -0.613, -0.073], [-0.760, -0.442, -0.028], [-0.170, -0.270, 0.464], [-0.381, 0.720, -0.819], [0.184, -0.038, 0.204]]}